# C12H26BN2O2P2Tl

C12H26BN2O2P2Tl as an isolated structure in a non-equilibrium geometry (wB97M-V/def2-TZVPD, OMol25).

Calculated values
* total charge: +2
* E_HOMO (alpha / beta): -14.552 / -14.275 eV
* energy relative to the best compared isomer or geometry (same formula, charge and spin): 1.092 eV
* LUMO level (alpha / beta): -10.90 / -11.04 eV

CARTESIAN COORDINATES (ANGSTROEM)
Tl1 1.665 -0.340 -0.635
P1 0.177 -1.852 1.124
C1 -1.528 -1.903 0.495
C2 -2.129 -0.535 0.474
N1 -1.357 0.463 -0.016
C3 -1.762 1.731 0.127
C4 -2.989 2.060 0.722
C5 -3.830 1.034 1.149
C6 -3.406 -0.284 1.001
C7 -0.838 2.830 -0.365
P2 0.443 2.133 -1.484
H1 -4.001 -1.135 1.328
H2 -3.247 3.113 0.818
H3 -4.798 1.252 1.593
H4 -1.414 3.609 -0.887
H5 -0.318 3.302 0.486
H6 -1.505 -2.348 -0.686
H7 -2.143 -2.611 1.059
H8 -0.883 -2.262 -2.535
O1 -1.580 -2.829 -1.941
H9 -1.272 -3.750 -1.917
H10 0.676 -0.914 -2.692
O2 -0.055 -1.341 -3.260
H11 0.410 -1.645 -4.064
C8 -0.602 1.908 -2.968
H12 -0.935 2.890 -3.331
H13 -0.018 1.412 -3.754
H14 -1.477 1.290 -2.735
C9 1.411 3.608 -1.932
H15 2.315 3.256 -2.448
H16 0.851 4.279 -2.597
H17 1.713 4.143 -1.022
C10 0.010 -1.051 2.761
H18 -0.296 -1.807 3.497
H19 0.989 -0.641 3.039
H20 -0.726 -0.239 2.742
C11 0.513 -3.578 1.599
H21 1.591 -3.665 1.786
H22 -0.040 -3.820 2.517
H23 0.230 -4.264 0.790
B1 5.528 -0.136 2.113
C12 4.043 -0.470 1.854
N2 2.916 -0.724 1.651
H24 5.894 -0.796 3.069
H25 5.609 1.056 2.358
H26 6.168 -0.423 1.115

# C12H26BeNO5P2S

C12H26BeNO5P2S as an isolated structure in a non-equilibrium geometry (wB97M-V/def2-TZVPD, OMol25).

Calculated values
* total charge: +1
* E_HOMO (alpha / beta): -11.862 / -10.857 eV
* energy relative to the best compared isomer or geometry (same formula, charge and spin): 3.100 eV
* LUMO level (alpha / beta): -4.45 / -5.51 eV

CARTESIAN COORDINATES (ANGSTROEM)
Be1 0.317 -0.289 0.273
P1 0.921 1.485 1.623
C1 2.615 1.152 1.301
C2 2.906 -0.131 0.760
N1 1.856 -0.874 0.230
C3 2.116 -1.982 -0.502
C4 3.377 -2.570 -0.511
C5 4.417 -1.920 0.165
C6 4.213 -0.693 0.760
C7 0.984 -2.586 -1.320
P2 -0.217 -1.269 -1.856
H1 4.995 -0.089 1.266
H2 3.490 -3.511 -1.066
H3 5.405 -2.390 0.211
H4 1.374 -3.056 -2.246
H5 0.449 -3.377 -0.743
H6 3.674 2.436 -0.605
H7 3.405 1.746 1.788
H8 2.043 2.759 -2.547
O1 3.526 2.914 -1.453
H9 4.329 3.458 -1.560
H10 0.373 0.445 -1.007
O2 1.089 2.828 -2.776
H11 0.798 1.911 -2.975
C8 0.496 -0.872 -3.465
H12 0.636 -1.771 -4.078
H13 -0.178 -0.177 -3.988
H14 1.461 -0.358 -3.354
C9 -1.573 -2.405 -2.262
H15 -2.394 -1.846 -2.732
H16 -1.249 -3.193 -2.959
H17 -1.981 -2.891 -1.365
C10 0.536 1.041 3.356
H18 1.200 1.626 4.019
H19 -0.527 1.267 3.546
H20 0.693 -0.039 3.529
C11 0.628 3.232 1.349
H21 -0.417 3.420 1.619
H22 1.321 3.801 1.979
H23 0.794 3.450 0.289
C12 -3.346 -1.252 0.605
S1 -2.080 -0.434 1.613
O3 -2.041 1.006 1.332
O4 -2.164 -0.865 2.998
O5 -0.764 -1.088 1.041
H24 -4.324 -1.018 1.003
H25 -3.209 -2.324 0.704
H26 -3.285 -0.900 -0.421

# C12H26ClIMnNP2S

C12H26ClIMnNP2S as an isolated structure in a non-equilibrium geometry (wB97M-V/def2-TZVPD, OMol25).

Calculated values
* total charge: +2
* multiplicity: 5
* expectation value of S²: 6.14
* E_HOMO (alpha / beta): -14.433 / -14.653 eV
* LUMO level (alpha / beta): -7.49 / -7.03 eV

CARTESIAN COORDINATES (ANGSTROEM)
C1 -0.879 0.063 -3.980
I1 -2.318 -0.139 -2.188
H1 0.198 0.112 -3.749
H2 -1.253 0.968 -4.487
H3 -1.148 -0.836 -4.549
Mn1 -0.417 -0.058 -0.713
P1 -0.118 2.321 -0.626
C2 -1.676 3.267 -0.461
C3 0.887 2.912 0.780
H4 0.980 4.005 0.703
H5 0.840 4.118 -1.941
H6 1.882 2.452 0.734
H7 1.760 2.577 -2.130
H8 -2.160 2.991 0.488
H9 0.407 2.648 1.731
C4 0.758 3.028 -2.070
H10 -1.429 4.341 -0.465
H11 0.209 2.795 -2.995
H12 -2.351 3.025 -1.294
P2 -0.008 -2.359 -0.223
C5 -1.550 -3.262 0.103
C6 0.815 -3.214 -1.599
H13 2.001 -2.262 1.123
H14 1.260 -3.893 1.103
H15 0.584 -2.597 2.141
C7 1.058 -2.816 1.179
H16 1.789 -2.743 -1.782
H17 0.952 -4.266 -1.321
H18 -1.296 -4.322 0.248
H19 -2.238 -3.143 -0.742
H20 0.209 -3.139 -2.510
H21 -2.033 -2.861 1.005
Cl1 1.845 -0.028 -1.017
S1 -1.475 0.070 1.266
C8 -0.637 -0.278 2.730
N1 -1.467 -0.825 3.683
C9 -1.028 -1.243 4.900
C10 0.298 -1.029 5.237
C11 1.156 -0.383 4.330
C12 0.688 -0.007 3.074
H22 -2.453 -0.956 3.425
H23 -1.768 -1.735 5.540
H24 0.665 -1.364 6.207
H25 2.202 -0.181 4.598
H26 1.308 0.484 2.325

# C12H26CuN4O7

C12H26CuN4O7 as an isolated structure in a non-equilibrium geometry (wB97M-V/def2-TZVPD, OMol25).

Calculated values
* total charge: 0
* multiplicity: 2
* expectation value of S²: 0.76
* E_HOMO (alpha / beta): -6.778 / -6.282 eV
* energy relative to the best compared isomer or geometry (same formula, charge and spin): 0.000 eV
* LUMO level (alpha / beta): 0.22 / 0.22 eV

CARTESIAN COORDINATES (ANGSTROEM)
Cu1 -0.242 0.333 -0.751
C1 -0.894 2.113 -2.679
O1 -1.721 1.289 -2.292
O2 0.285 1.866 -2.217
O3 -1.015 3.087 -3.357
C2 2.925 2.384 0.890
C3 2.661 0.831 0.562
O4 1.554 0.350 0.660
N1 3.702 0.078 0.131
C4 3.647 -1.358 -0.063
H1 2.309 2.663 1.745
H2 2.917 3.088 0.058
H3 3.879 2.614 1.366
H4 4.590 0.547 0.016
H5 3.716 -1.697 -1.096
H6 2.955 -1.997 0.485
H7 4.590 -1.663 0.391
C5 0.352 -3.466 -1.422
C6 0.085 -2.522 -2.494
O5 0.080 -1.300 -2.214
N2 -0.278 -2.938 -3.692
C7 -0.431 -2.019 -4.768
H8 -0.241 -3.438 -0.508
H9 1.396 -3.229 -1.214
H10 0.291 -4.455 -1.877
H11 -0.452 -3.932 -3.750
H12 -0.441 -2.555 -5.717
H13 0.524 -1.492 -4.761
H14 -1.300 -1.363 -4.722
C8 -2.691 3.301 0.746
C9 -1.635 2.415 1.380
O6 -0.988 1.759 0.610
N3 -1.489 2.492 2.692
C10 -0.386 1.898 3.412
H15 -3.433 2.640 0.296
H16 -2.263 4.046 0.076
H17 -3.228 3.903 1.478
H18 -2.083 3.100 3.237
H19 -0.590 0.870 3.710
H20 -0.126 2.433 4.326
H21 0.488 1.849 2.763
O7 -1.117 -1.055 0.496
C11 -1.593 -1.380 1.616
N4 -0.658 -1.921 2.363
C12 -3.047 -1.034 2.100
H22 0.261 -2.170 2.024
H23 -0.937 -2.151 3.305
H24 -3.771 -1.107 1.289
H25 -2.958 0.003 2.425
H26 -3.197 -1.707 2.944

# C12H26F6GeN3O4S2V

C12H26F6GeN3O4S2V as an isolated structure (wB97M-V/def2-TZVPD, OMol25).

Calculated values
* total charge: -1
* multiplicity: 4
* expectation value of S²: 3.79
* E_HOMO (alpha / beta): -2.243 / -2.689 eV
* energy relative to the best compared isomer or geometry (same formula, charge and spin): 0.084 eV
* LUMO level (alpha / beta): 2.61 / 2.60 eV

CARTESIAN COORDINATES (ANGSTROEM)
V1 -0.794 0.097 0.059
C1 -0.371 3.112 -0.577
N1 -0.793 1.894 -1.274
C2 -2.069 2.148 -1.944
C3 0.249 1.495 -2.235
C4 -0.047 0.157 -2.897
N2 -0.143 -0.948 -1.927
C5 -0.949 -2.031 -2.499
C6 1.198 -1.479 -1.631
H1 -0.248 3.941 -1.291
H2 0.553 2.916 -0.044
H3 -1.121 3.375 0.167
H4 -1.964 2.935 -2.706
H5 -2.798 2.470 -1.201
H6 -2.457 1.244 -2.406
H7 1.183 1.432 -1.679
H8 0.365 2.266 -3.014
H9 0.739 -0.055 -3.636
H10 -0.988 0.209 -3.446
H11 -0.489 -2.414 -3.422
H12 -1.953 -1.673 -2.722
H13 -1.022 -2.847 -1.782
H14 1.655 -1.885 -2.547
H15 1.110 -2.269 -0.887
H16 1.818 -0.699 -1.196
F1 -3.220 -0.626 2.672
C7 -4.091 -0.916 1.717
F2 -4.730 0.206 1.360
F3 -4.992 -1.769 2.191
S1 -3.244 -1.617 0.194
O1 -2.983 -0.440 -0.618
O2 -4.144 -2.606 -0.302
N3 -1.807 -2.117 0.643
S2 -1.686 -3.494 1.468
O3 -1.173 -4.547 0.643
O4 -2.820 -3.736 2.313
C8 -0.300 -3.096 2.616
F4 0.823 -2.861 1.954
F5 -0.597 -2.063 3.391
F6 -0.118 -4.173 3.394
C9 3.829 -0.108 2.000
Ge1 2.462 1.227 1.438
C10 2.691 2.702 2.755
C11 3.289 2.002 -0.211
C12 0.726 0.504 1.228
H17 4.809 0.347 2.167
H18 3.929 -0.885 1.238
H19 3.506 -0.591 2.925
H20 3.745 2.958 2.899
H21 2.267 2.409 3.718
H22 2.159 3.594 2.416
H23 4.292 2.361 0.032
H24 2.721 2.850 -0.601
H25 3.390 1.260 -1.009
H26 0.603 -0.165 2.102

# C12H26GeMoN2O7S

C12H26GeMoN2O7S as an isolated structure in a non-equilibrium geometry (wB97M-V/def2-TZVPD, OMol25).

Calculated values
* total charge: 0
* E_HOMO (alpha / beta): -8.381 / -8.421 eV
* energy relative to the best compared isomer or geometry (same formula, charge and spin): 0.160 eV
* LUMO level (alpha / beta): -1.07 / -1.17 eV

CARTESIAN COORDINATES (ANGSTROEM)
Mo1 0.477 0.352 0.461
N1 0.369 -1.745 -0.447
C1 1.620 -2.494 -0.201
C2 2.771 -1.512 -0.285
O1 3.892 -1.878 -0.590
N2 2.394 -0.239 0.009
C3 3.281 0.850 -0.369
C4 2.439 1.834 -1.161
O2 2.898 2.743 -1.805
O3 1.130 1.586 -1.067
H1 -0.455 -2.278 -0.200
H2 0.304 -1.529 -1.436
H3 1.784 -3.291 -0.919
H4 1.589 -2.914 0.798
H5 4.123 0.496 -0.953
H6 3.671 1.379 0.505
C5 -0.049 3.584 0.891
O4 0.911 2.993 1.801
C6 1.172 1.722 1.758
C7 2.143 1.369 2.839
H7 -0.077 4.637 1.143
H8 -1.024 3.134 1.052
H9 0.273 3.442 -0.136
H10 2.837 2.197 2.982
H11 2.674 0.445 2.619
H12 1.577 1.219 3.762
C8 -1.210 -2.380 3.335
S1 -0.544 -0.832 2.865
O5 -0.441 -0.031 4.049
O6 -1.388 -0.271 1.782
O7 0.757 -1.108 2.175
H13 -2.159 -2.187 3.834
H14 -0.502 -2.839 4.024
H15 -1.351 -2.996 2.447
C9 -0.810 -0.797 -3.438
Ge1 -2.072 -0.209 -2.053
C10 -3.386 0.932 -2.927
C11 -3.014 -1.758 -1.318
C12 -1.230 0.904 -0.676
H16 -1.339 -0.805 -4.394
H17 -0.424 -1.807 -3.282
H18 0.028 -0.100 -3.520
H19 -3.939 0.373 -3.685
H20 -2.879 1.768 -3.412
H21 -4.096 1.332 -2.201
H22 -3.537 -2.267 -2.131
H23 -3.752 -1.429 -0.582
H24 -2.358 -2.484 -0.836
H25 -2.008 1.041 0.084
H26 -1.068 1.848 -1.192